a:
Molecular formula: C5H8OS2
Method: DFT, wB97M-V/def2-TZVPD

Geometry (Å):
1 C 0.407 1.949 -0.156
2 C 0.212 0.592 0.533
3 C -1.849 0.001 -0.577
4 C 0.976 -0.612 -0.057
5 C 0.509 -1.978 0.465
6 H -0.294 2.725 0.231
7 H 0.308 1.823 -1.292
8 H 1.415 2.302 0.057
9 H 0.502 0.672 1.580
10 H -1.234 0.083 -1.453
11 H 1.317 -2.776 0.303
12 H 0.344 -1.921 1.538
13 H -0.360 -2.291 -0.074
14 O -1.185 0.287 0.544
15 S -3.406 -0.461 -0.669
16 S 2.337 -0.395 -0.974

Results
HOMO-LUMO gap: 0.3033 Eh
SMILES: CC(=S)[C@@H](C)OC=S
Total charge: 0

b:
Molecular formula: C5H8OS2
Method: DFT, wB97M-V/def2-TZVPD

Geometry (Å):
1 C -0.769 0.196 -0.302
2 C 0.085 1.188 -1.068
3 C 0.851 0.061 1.264
4 C 0.279 -0.813 0.236
5 C -1.128 -1.290 -0.156
6 H -2.300 1.091 0.392
7 H -0.431 2.142 -1.339
8 H 0.697 0.714 -1.892
9 H 0.244 0.363 2.118
10 H 1.794 -0.301 1.778
11 H 2.402 -0.781 -0.893
12 H -1.939 -1.414 0.552
13 H -1.171 -2.004 -0.947
14 O -1.367 0.997 0.730
15 S 1.315 1.550 0.245
16 S 1.436 -1.699 -0.718

Results
HOMO-LUMO gap: 0.3329 Eh
SMILES: O[C@@]12CSC[C@@]1(S)C2
Total charge: 0

c:
Molecular formula: C5H8OS2
Method: DFT, wB97M-V/def2-TZVPD

Geometry (Å):
1 C -2.033 1.895 -1.579
2 C -0.095 -0.002 -1.038
3 C 0.457 -0.488 0.060
4 C 1.075 0.312 1.167
5 C 1.280 -2.191 1.417
6 H -2.541 1.520 -0.655
7 H -2.440 1.282 -2.487
8 H -2.290 2.937 -1.799
9 H -0.474 -0.663 -1.826
10 H 0.433 1.171 1.404
11 H 2.139 0.646 0.847
12 H 0.797 -3.093 1.879
13 H 2.339 -2.407 1.155
14 O 0.567 -1.849 0.292
15 S -0.264 1.701 -1.413
16 S 1.050 -0.771 2.579

Results
HOMO-LUMO gap: 0.3352 Eh
SMILES: CS/C=C1\CSCO1
Total charge: 0

Computed relative energies in units of hartree: a 0.0091; b 0.0759; c 0.0000

a:
Molecular formula: C5H9IN
Method: DFT, wB97M-V/def2-TZVPD

Geometry (Å):
1 C -1.415 -0.318 -1.236
2 C 1.882 0.201 -0.425
3 C 1.001 0.798 -1.525
4 C 0.655 -0.501 -0.084
5 C -1.696 -0.238 2.673
6 N -0.098 0.017 -0.925
7 I -2.883 0.109 1.008
8 H -1.628 -1.373 -1.404
9 H -1.756 0.341 -2.031
10 H 2.864 -0.399 -0.670
11 H 2.036 0.996 0.383
12 H 0.892 1.769 -1.219
13 H 1.189 0.638 -2.557
14 H 0.390 -1.217 0.690
15 H -1.519 0.721 3.134
16 H -1.935 -1.266 2.920

Results
HOMO-LUMO gap (alpha / beta): 0.2796 / 0.2736 Eh
Total charge: +1

b:
Molecular formula: C5H9IN
Method: DFT, wB97M-V/def2-TZVPD

Geometry (Å):
1 C 2.015 -0.324 -2.058
2 C 0.350 0.376 1.322
3 C -1.371 -1.005 0.038
4 C 0.006 0.969 -1.114
5 C -0.567 0.377 0.152
6 N 1.103 0.170 -1.526
7 I 2.526 -2.205 0.921
8 H -0.156 0.323 2.232
9 H 1.252 -0.310 1.298
10 H 0.684 1.367 1.364
11 H -1.494 -1.374 0.992
12 H -0.597 -1.686 -0.513
13 H -2.296 -0.992 -0.527
14 H -0.630 1.166 -1.990
15 H 0.409 1.960 -0.968
16 H -1.234 1.187 0.376

Results
HOMO-LUMO gap (alpha / beta): 0.2198 / 0.2095 Eh
Total charge: +1

c:
Molecular formula: C5H9IN
Method: DFT, wB97M-V/def2-TZVPD

Geometry (Å):
1 C -3.154 -0.235 1.038
2 C -0.761 -0.441 0.158
3 C -0.324 -1.601 -0.578
4 C 1.054 1.345 -0.412
5 C 0.103 0.684 0.587
6 N -1.950 -0.323 0.593
7 I -4.868 0.141 -0.123
8 H -3.157 -0.292 2.150
9 H 0.387 -1.303 -1.372
10 H -1.241 -2.073 -1.003
11 H 0.168 -2.297 0.167
12 H 2.020 0.874 -0.589
13 H 1.171 2.451 -0.240
14 H 0.628 1.482 -1.467
15 H -0.652 1.469 0.753
16 H 0.628 0.312 1.613

Results
HOMO-LUMO gap: 0.3392 Eh
SMILES: CCC(C)=[N+]=CI
Total charge: +1

Computed relative energies in units of hartree: a 0.1407; b 0.1359; c 0.0000

a:
Molecular formula: C5H30N2O11
Method: DFT, wB97M-V/def2-TZVPD

Geometry (Å):
1 N 1.597 -1.234 0.118
2 C 1.288 -0.208 -0.817
3 C 2.125 1.087 -0.519
4 C 1.631 2.403 -0.823
5 C 1.801 3.432 -0.050
6 C 1.300 -0.728 -2.216
7 N 0.819 0.111 -3.181
8 O 1.777 -1.803 -2.384
9 H 1.370 -1.055 1.120
10 H 2.576 -1.457 0.075
11 H 0.159 0.018 -0.442
12 H 3.009 0.995 -1.108
13 H 2.541 0.845 0.484
14 H 0.802 2.262 -1.579
15 H 1.402 4.411 -0.268
16 H 2.593 3.572 0.769
17 H 0.278 0.884 -2.993
18 H 0.708 -0.345 -4.142
19 H 0.727 -2.977 -0.634
20 H 0.620 -4.008 0.546
21 O 0.642 -3.919 -0.463
22 H 0.488 4.360 1.448
23 H -0.251 3.085 1.430
24 O 0.026 3.804 2.096
25 H -3.764 -1.921 -0.477
26 H -3.067 -2.847 0.401
27 O -3.416 -2.007 0.381
28 H -0.055 -0.152 3.030
29 H 0.909 -1.284 3.420
30 O 0.744 -0.616 2.835
31 H -2.256 -1.698 4.627
32 H -2.366 -1.288 3.212
33 O -1.741 -1.391 3.899
34 H -1.556 -5.139 -1.377
35 H -1.002 -4.052 -0.610
36 O -1.818 -4.563 -0.708
37 H -1.392 -0.230 -3.660
38 H -2.688 -1.121 -3.875
39 O -2.174 -0.628 -3.295
40 H -1.635 2.301 4.234
41 H -0.638 3.154 3.814
42 O -0.772 2.239 4.085
43 H -3.455 1.255 1.930
44 H -3.115 0.037 0.709
45 O -3.479 0.409 1.673
46 H 3.602 2.055 -3.840
47 H 2.284 1.571 -3.450
48 O 2.822 2.383 -3.426

Results
HOMO-LUMO gap: 0.3439 Eh
SMILES: C=CC[C@H](N)C(N)=O.O.O.O.O.O.O.O.O.O.O
Total charge: 0

b:
Molecular formula: C5H30N2O11
Method: DFT, wB97M-V/def2-TZVPD

Geometry (Å):
1 C 0.171 -1.016 -3.090
2 C 1.584 -1.735 -3.134
3 C 2.778 -0.797 -2.886
4 C 3.181 -0.471 -1.643
5 N -0.767 -1.439 -2.067
6 C -1.614 -0.583 -1.371
7 N -2.023 0.594 -1.916
8 O -2.043 -0.933 -0.241
9 H 0.482 0.072 -3.180
10 H -0.267 -1.317 -4.021
11 H 1.600 -2.552 -2.451
12 H 1.612 -2.204 -4.102
13 H 3.180 -0.397 -3.817
14 H 2.774 -0.954 -0.805
15 H 4.057 0.206 -1.472
16 H -0.306 -2.096 -1.354
17 H -2.557 1.156 -1.210
18 H -1.521 1.157 -2.611
19 H -1.721 2.578 0.344
20 H -2.847 3.316 -0.246
21 O -2.130 2.754 -0.522
22 H -0.594 -0.658 4.977
23 H 0.103 -1.895 4.362
24 O -0.741 -1.535 4.643
25 H -1.585 3.184 2.649
26 H -2.719 2.178 2.404
27 O -2.498 3.129 2.343
28 H 0.321 -0.278 0.699
29 H 1.303 -1.304 0.383
30 O 1.153 -0.613 1.041
31 H 0.932 0.493 2.791
32 H 0.639 1.720 3.676
33 O 0.351 0.812 3.479
34 H -3.806 -0.942 0.637
35 H -4.436 -0.962 -0.650
36 O -4.592 -0.591 0.214
37 H 0.771 -3.405 1.030
38 H -0.516 -3.558 0.284
39 O 0.421 -3.390 0.129
40 H -1.547 0.372 2.688
41 H -1.740 0.205 1.185
42 O -1.765 0.850 1.875
43 H 1.404 2.818 -1.174
44 H 2.764 3.236 -1.714
45 O 1.913 3.574 -1.382
46 H 2.941 0.309 1.394
47 H 4.334 0.169 1.878
48 O 3.565 0.743 1.958

Results
HOMO-LUMO gap: 0.3675 Eh
SMILES: C=CCCNC(N)=O.O.O.O.O.O.O.O.O.O.O
Total charge: 0

Computed relative energies in units of hartree: a 0.0999; b 0.0000

a:
Molecular formula: C4H12O3
Method: DFT, wB97M-V/def2-TZVPD

Geometry (Å):
1 O 3.218 -3.064 2.927
2 H 2.505 -2.418 2.721
3 H 2.858 -3.933 2.636
4 O -2.504 0.330 -2.210
5 O 0.888 -0.915 1.559
6 C -1.848 1.455 -1.813
7 C 0.894 -0.073 0.447
8 C -0.430 1.253 -1.209
9 C -0.571 0.347 0.065
10 H -2.075 -0.482 -1.868
11 H 0.538 -0.374 2.298
12 H -2.450 1.902 -0.998
13 H -1.802 2.190 -2.639
14 H 1.480 -0.504 -0.389
15 H 1.404 0.854 0.772
16 H 0.183 0.779 -2.001
17 H -0.064 2.289 -1.075
18 H -1.044 0.923 0.883
19 H -1.181 -0.561 -0.105

Results
HOMO-LUMO gap: 0.3975 Eh
SMILES: OCCCCO.O
Total charge: 0

b:
Molecular formula: C4H12O3
Method: DFT, wB97M-V/def2-TZVPD

Geometry (Å):
1 C -0.775 -0.493 0.445
2 C -1.080 0.991 0.646
3 C -1.167 1.770 -0.664
4 O -0.464 -1.174 1.531
5 O -1.734 -1.105 -0.401
6 H -2.015 -1.915 0.043
7 H 0.606 -1.735 1.208
8 H 0.229 -0.521 -0.197
9 H -2.023 1.054 1.196
10 H -0.295 1.395 1.287
11 H -1.921 1.337 -1.322
12 H -0.211 1.760 -1.191
13 H -1.429 2.812 -0.476
14 C 1.804 -0.757 -0.694
15 O 2.399 0.330 -0.121
16 H 2.945 0.051 0.625
17 H 2.456 -1.600 -0.901
18 H 1.304 -0.459 -1.610
19 H 1.371 -1.742 0.596

Results
HOMO-LUMO gap: 0.3418 Eh
Total charge: 0

c:
Molecular formula: C4H12O3
Method: DFT, wB97M-V/def2-TZVPD

Geometry (Å):
1 O -0.398 -3.654 1.182
2 H -0.485 -3.789 0.211
3 H -0.207 -2.694 1.283
4 O 1.314 1.138 -2.470
5 O -0.240 -1.099 1.640
6 C 1.081 1.989 -1.359
7 C -1.173 -0.331 0.959
8 C 0.511 1.223 -0.108
9 C -0.560 0.248 -0.364
10 H 1.852 0.427 -2.063
11 H -0.617 -1.197 2.540
12 H 2.020 2.521 -1.109
13 H 0.338 2.747 -1.673
14 H -1.469 0.505 1.621
15 H -2.086 -0.909 0.719
16 H 1.293 0.595 0.362
17 H 0.285 2.055 0.586
18 H -1.300 0.801 -0.974
19 H -0.160 -0.577 -0.984

Results
HOMO-LUMO gap: 0.4050 Eh
SMILES: OCCCCO.O
Total charge: 0

Computed relative energies in units of hartree: a 0.0034; b 0.1383; c 0.0000